A single C4H8NO2 molecule in a non-equilibrium geometry. Source: the Open Molecules 2025 dataset; level of theory: ωB97M-V with the def2-TZVPD basis set.

Summary:
**HOMO level (alpha / beta)**: -9.96 / -9.22 eV
**2S+1**: 2
**Orbital gap (alpha / beta)**: 10.76 / 6.60 eV
**LUMO level (alpha / beta)**: 0.8 / -2.6 eV

Bonds (Å) are listed after each position.
Atoms and positions in Å:
1 C 0.019 0.802 0.506  C2 1.636, N5 1.551, H8 1.114, H9 1.159
2 C 0.800 0.514 -0.903  C1 1.636, C3 1.423, H10 1.098, H11 1.082
3 C 2.209 0.464 -0.709  C2 1.423, O4 1.192, H12 1.079
4 O 2.806 0.931 0.211  C3 1.192
5 N -1.407 0.194 0.462  C1 1.551, C6 1.715, H13 1.084
6 C -1.631 -1.502 0.572  N5 1.715, O7 1.297, H14 1.168, H15 1.167
7 O -1.240 -2.229 1.573  C6 1.297
8 H 0.116 1.907 0.595  C1 1.114
9 H 0.543 0.192 1.341  C1 1.159
10 H 0.648 1.366 -1.580  C2 1.098
11 H 0.249 -0.323 -1.310  C2 1.082
12 H 2.773 0.147 -1.572  C3 1.079
13 H -2.069 0.776 1.092  N5 1.084
14 H -2.725 -1.521 0.162  C6 1.168
15 H -1.090 -1.716 -0.440  C6 1.167

Atom charges from the natural (NBO) analysis, given in e for atoms 1 to 6: -0.252, -0.534, 0.431, -0.512, -0.548, 0.071



2 unconnected molecules or ions with the total composition C4H8NO2 in a non-equilibrium geometry. Source: the Open Molecules 2025 dataset; level of theory: ωB97M-V with the def2-TZVPD basis set.

Summary:
**HOMO level (alpha / beta)**: -12.96 / -12.96 eV
**Orbital gap (alpha / beta)**: 7.34 / 7.34 eV
**LUMO level (alpha / beta)**: -5.6 / -5.6 eV
**Total charge**: +1

Bonds (Å) are listed after each position.
Atoms and positions in Å:
1 C 0.127 -1.730 -0.129  C3 1.509, N5 1.304, H8 1.086
2 C 1.626 -0.013 -1.091  N5 1.193, H9 1.147
3 C -0.176 -1.422 1.317  C1 1.509, O6 1.452, H10 1.046, H11 1.097
4 C 0.334 2.133 -0.482  O7 1.383, H12 1.053, H13 1.081
5 N 0.972 -0.946 -0.739  C1 1.304, C2 1.193
6 O -0.864 -0.144 1.314  C3 1.452, H14 0.938
7 O -1.005 1.797 -0.548  C4 1.383, H15 0.969
8 H -0.625 -2.329 -0.634  C1 1.086
9 H 2.730 0.055 -1.395  C2 1.147
10 H 0.737 -1.241 1.793  C3 1.046
11 H -0.754 -2.225 1.791  C3 1.097
12 H 0.996 2.514 -1.208  C4 1.053
13 H 0.741 2.057 0.517  C4 1.081
14 H -1.775 -0.164 1.090  O6 0.938
15 H -1.343 1.824 -1.456  O7 0.969

Atom charges from the natural (NBO) analysis, given in e for atoms 1 to 6: 0.054, 0.048, -0.111, 0.249, -0.283, -0.716



A gas-phase ion, C4H8NO2S (charge -1) in a non-equilibrium geometry. Source: the Open Molecules 2025 dataset; level of theory: ωB97M-V with the def2-TZVPD basis set.

Summary:
**HOMO level**: -3.33 eV
**Orbital gap**: 6.22 eV
**LUMO level**: 2.9 eV
**Total charge**: -1

Bonds (Å) are listed after each position.
Atoms and positions in Å:
1 O 0.848 1.830 1.996  C2 1.322
2 C -0.124 1.486 1.169  O1 1.322, C3 1.415, H9 1.099, H10 1.220
3 C -0.376 0.472 0.214  C2 1.415, C4 1.484, N6 1.449
4 C -0.420 0.744 -1.244  C3 1.484, S5 1.982, H11 1.198, H12 1.186
5 S 1.357 1.284 -1.935  C4 1.982, H13 1.547
6 N -0.355 -0.853 0.798  C3 1.449, C7 1.619, H14 1.044
7 C 0.235 -2.056 -0.111  N6 1.619, O8 1.303, H15 1.122, H16 1.113
8 O -0.638 -2.863 -0.643  C7 1.303
9 H -0.744 2.331 0.836  C2 1.099
10 H 0.040 0.695 2.083  C2 1.220
11 H -0.967 -0.155 -1.817  C4 1.198
12 H -0.990 1.734 -1.562  C4 1.186
13 H 1.628 0.568 -0.591  S5 1.547
14 H -1.280 -1.198 1.140  N6 1.044
15 H 0.999 -2.548 0.548  C7 1.122
16 H 0.787 -1.470 -0.880  C7 1.113

Atom charges from the natural (NBO) analysis, given in e for atoms 1 to 6: -0.655, -0.134, 0.093, -0.545, -0.190, -0.687



Ordered ΔE to the lowest compared entry with this formula, charge and spin results: 80.8; 124.4; 199.5; unit kcal/mol.